Record 1
A cluster of 2 separate species, C30H28BrO2S in total in a non-equilibrium geometry, computed with the ωB97M-V functional and the def2-TZVPD basis.

The geometry in XYZ format:
```
62
Properties=species:S:1:pos:R:3:forces:R:3
C -1.04458 3.66602 2.47968 -0.3 -0.4 -0.2
S -0.54324 2.55272 1.12309 1.1 1.2 -0.2
C -1.09256 3.64295 -0.23867 -0.4 -0.3 0.3
C 1.14539 2.84784 1.11472 0.5 -0.2 0.2
C 2.06038 1.78346 0.91161 -0.9 -0.1 -0.1
C 3.53666 2.09607 0.99647 0.6 0.0 -0.1
C 4.07625 3.39833 1.02291 0.3 -0.6 0.1
C 5.46489 3.60016 1.09140 -0.2 -0.5 0.0
C 6.32677 2.49058 1.12394 -0.9 -0.2 0.0
Br 8.20427 2.75093 1.19871 -0.3 0.0 0.0
C 5.80132 1.18607 1.09445 -0.1 0.6 0.0
C 4.41740 1.00386 1.02863 0.3 0.3 0.0
O 1.68018 0.61286 0.66892 0.3 0.2 0.1
H -2.13746 3.72692 2.47981 0.2 0.1 0.1
H -0.68218 3.23209 3.41620 0.0 0.1 -0.3
H -0.58948 4.64294 2.29098 -0.1 -0.2 0.1
H -2.18704 3.69209 -0.21426 0.2 0.1 -0.1
H -0.64037 4.62530 -0.06346 -0.1 -0.3 -0.2
H -0.74768 3.20342 -1.17936 0.0 0.1 0.3
H 1.45793 3.87710 1.29368 -0.3 -0.3 0.0
H 3.40923 4.25828 0.98755 0.3 -0.1 0.0
H 5.87762 4.60656 1.11705 -0.1 -0.2 0.0
H 6.46500 0.32700 1.12180 -0.1 0.2 0.0
H 4.00924 -0.00445 1.00040 0.0 0.3 0.0
C 3.30278 -4.96075 2.91723 0.3 -0.1 -0.1
C 2.10043 -4.15723 2.53387 -0.2 0.1 0.1
C 1.14075 -3.83566 3.50764 -0.2 0.2 0.1
C 0.04020 -3.07130 3.17976 -0.1 0.0 -0.2
C -0.16161 -2.58237 1.84716 0.2 -0.3 0.2
C -1.31292 -1.78806 1.61950 0.3 -0.2 -0.5
C -1.70662 -1.04595 0.47172 -0.2 0.4 -0.2
C -0.86936 -0.71194 -0.62796 0.2 -0.1 0.0
C -1.35522 -0.02060 -1.72504 -0.1 0.0 0.1
C -2.69615 0.38797 -1.73840 -0.7 0.0 -1.2
O -3.23672 1.02479 -2.86503 0.6 -0.1 1.1
C -3.82308 0.23537 -3.87739 -0.2 -0.6 0.0
C -5.21998 0.18843 -3.96914 0.5 -0.2 0.1
C -5.80081 -0.67555 -4.90091 0.1 0.2 -0.1
C -5.00369 -1.44585 -5.75180 0.1 0.1 0.2
C -3.61171 -1.35651 -5.66552 0.0 0.1 0.0
C -3.00584 -0.50664 -4.73517 -0.4 0.1 0.3
C -3.52588 0.18524 -0.62447 0.0 -0.1 -0.2
C -3.03728 -0.53259 0.44349 0.1 0.0 0.3
C 0.78809 -2.98589 0.85659 0.1 0.0 0.2
C 1.90117 -3.73346 1.21096 -0.3 0.2 -0.3
H 4.00509 -5.03049 2.08169 -0.1 0.0 0.2
H 3.82011 -4.50604 3.77122 -0.1 -0.1 -0.2
H 3.02579 -5.98013 3.21725 0.0 0.2 -0.1
H 1.27730 -4.19629 4.52988 -0.1 0.2 -0.3
H -0.70757 -2.82166 3.93452 0.3 -0.1 -0.1
H -2.03034 -1.76833 2.44535 0.2 0.0 -0.2
H 0.18281 -0.96682 -0.60362 -0.1 0.2 0.0
H -0.70840 0.19929 -2.57643 -0.2 0.0 0.3
H -5.82576 0.79108 -3.28988 0.2 -0.2 -0.2
H -6.88728 -0.74254 -4.95670 0.3 0.0 0.0
H -5.46599 -2.11624 -6.48065 0.2 0.2 0.3
H -2.97900 -1.95347 -6.32155 -0.2 0.2 0.1
H -1.92006 -0.42837 -4.64721 -0.4 -0.1 -0.1
H -4.54935 0.56080 -0.64123 0.3 -0.1 0.0
H -3.67966 -0.72717 1.30054 0.0 0.0 -0.2
H 0.63083 -2.72965 -0.18875 0.1 -0.2 0.4
H 2.63699 -4.01452 0.45219 -0.3 0.1 0.2
```
Positions in Å, forces in eV/Å.

Total charge: +1
HOMO level, eV: -10.055

Löwdin atomic charge list, values in e, 5 entries: -0.2509 1.0130 -0.2463 -0.3554 -0.4819

***

Record 2
A structure of composition C33H46ClNOP4PbS in a non-equilibrium geometry, computed with the ωB97M-V functional and the def2-TZVPD basis.

The geometry in XYZ format:
```
88
Properties=species:S:1:pos:R:3:forces:R:3
P 1.23939 0.99358 -2.01116 0.4 0.2 0.4
C 2.93353 1.47167 -2.24862 0.1 -0.3 -0.2
C 3.67003 0.82692 -3.24510 0.1 0.3 0.0
H 3.21124 0.00530 -3.79371 0.3 0.2 0.0
C 4.95856 1.27044 -3.52304 -0.1 0.1 0.2
H 5.51644 0.78690 -4.32721 0.0 0.3 0.3
C 5.48770 2.32996 -2.77359 0.0 0.0 -0.1
H 6.49177 2.67849 -2.99817 -0.1 0.0 0.1
C 4.75894 2.95275 -1.74934 -0.2 -0.3 -0.1
H 5.17941 3.78072 -1.17335 -0.1 -0.4 -0.2
C 3.46499 2.50970 -1.47437 0.2 0.0 -0.3
H 2.86103 2.95599 -0.68340 0.3 0.1 -0.2
C 0.93300 -0.61924 -2.75220 -0.2 -0.4 -0.4
C 1.62445 -1.74707 -2.27189 -0.1 0.0 -0.1
H 2.33349 -1.63713 -1.45054 -0.1 0.0 -0.2
C 1.41339 -3.00131 -2.84652 0.0 0.4 0.1
H 1.94821 -3.87013 -2.46019 -0.1 0.2 -0.2
C 0.52918 -3.12754 -3.92102 -0.1 0.2 0.0
H 0.37236 -4.09654 -4.38316 0.0 0.1 0.0
C -0.15781 -2.01454 -4.40899 0.0 0.1 0.2
H -0.84261 -2.10000 -5.25217 0.2 -0.1 0.2
C 0.02986 -0.76513 -3.81752 0.3 0.1 0.2
H -0.50217 0.10860 -4.19421 0.1 -0.2 0.0
C 0.18398 2.26883 -2.70067 -0.2 0.2 -0.2
C 0.59435 2.83813 -3.91631 -0.1 -0.1 0.1
H 1.50275 2.46134 -4.38755 -0.2 0.2 0.0
C -0.14571 3.86529 -4.49298 0.0 -0.2 0.2
H 0.19350 4.29455 -5.43401 -0.2 0.0 0.2
C -1.29938 4.32823 -3.84911 0.1 -0.1 0.1
H -1.87654 5.12830 -4.30263 0.1 -0.1 0.1
C -1.71284 3.77365 -2.63439 0.2 -0.3 -0.1
H -2.61733 4.11892 -2.12973 0.3 0.0 -0.2
C -0.96979 2.74064 -2.05782 0.0 0.0 -0.1
H -1.30033 2.28982 -1.12176 0.2 0.2 -0.2
Pb 0.19700 0.15647 2.61557 -0.9 -0.4 0.7
C -1.75077 -1.23959 2.16992 0.8 0.1 0.6
C -1.90238 -1.46019 0.87315 0.1 0.4 -0.7
H -2.36793 -1.72622 2.93338 0.0 0.2 -0.3
C -0.93687 -0.82531 -0.18067 -0.4 0.1 -0.9
O -1.79931 -0.17585 -1.14427 -0.2 -0.3 0.1
H -1.28360 0.29635 -1.81649 -0.2 -0.4 0.2
C 0.10497 0.12307 0.30861 -1.3 -1.4 2.7
H -0.38529 -1.64677 -0.67697 -0.2 0.0 0.1
C 1.01705 0.85915 -0.23776 1.3 1.3 -1.0
Cl 2.40192 1.82104 2.86384 -1.0 -0.8 -0.3
P -1.48586 2.12209 3.03457 0.8 0.1 0.7
P 1.67392 -2.00568 2.74364 0.1 0.6 0.7
C -0.87761 3.00942 4.49462 -0.1 0.1 0.0
H 0.17623 3.28686 4.32088 -0.4 0.0 0.0
H -0.90011 2.34810 5.37322 -0.1 0.2 -0.3
H -1.51652 3.89095 4.65700 0.3 -0.2 0.1
C -1.44959 3.25666 1.62580 0.0 0.2 -0.2
H -2.05599 2.86387 0.79349 0.1 0.2 0.4
H -0.40944 3.34732 1.26558 -0.4 0.1 0.3
H -1.82698 4.23756 1.95581 0.1 -0.3 -0.3
C -3.19132 1.60130 3.32920 -0.1 -0.3 0.0
H -3.20720 0.86896 4.15453 0.0 0.4 -0.2
H -3.58708 1.09738 2.43073 0.1 0.3 0.3
H -3.79316 2.48966 3.58430 0.1 -0.4 -0.1
C 2.37812 -2.08689 4.40755 0.2 0.0 0.1
H 1.62196 -2.45699 5.11915 0.3 0.1 -0.3
H 2.64828 -1.06569 4.72812 0.0 -0.4 -0.2
H 3.26827 -2.73461 4.38548 -0.3 0.2 0.2
C 0.79288 -3.54436 2.39941 -0.3 -0.2 -0.1
H 0.36551 -3.51976 1.38132 0.3 0.0 0.3
H -0.05392 -3.63980 3.10135 0.5 0.0 -0.2
H 1.48696 -4.39491 2.50880 -0.4 0.2 -0.1
C 3.01178 -1.80736 1.54187 0.2 0.1 -0.1
H 3.29855 -0.73982 1.51443 0.0 -0.5 0.1
H 2.67580 -2.09635 0.53215 0.1 0.0 0.5
H 3.86266 -2.42630 1.86808 -0.2 0.2 -0.3
P -3.26594 -2.50641 0.21224 1.7 1.2 0.8
C -3.84130 -3.44003 1.62388 -0.3 -0.4 0.0
C -2.54537 -3.55127 -1.04697 -0.2 -0.4 -0.2
H -4.23336 -2.75615 2.39147 0.0 -0.3 -0.3
H -3.01906 -4.02686 2.05986 -0.3 0.2 -0.2
H -4.63542 -4.11589 1.27751 0.1 0.1 0.3
H -2.21232 -2.94158 -1.90152 -0.2 -0.2 0.3
H -3.32228 -4.26259 -1.36459 0.4 0.1 -0.1
H -1.68648 -4.10302 -0.63419 -0.3 0.2 -0.1
C -4.56706 -1.49679 -0.47238 -0.4 -0.1 -0.2
H -4.88154 -0.74273 0.26439 0.1 -0.3 -0.2
H -5.41072 -2.16384 -0.70840 0.1 0.4 -0.1
H -4.18833 -0.99016 -1.37229 -0.2 -0.2 0.3
H 1.72336 1.43331 0.40965 -0.4 -0.3 -0.7
S 0.01799 -0.01448 7.80613 0.1 0.1 1.2
C -0.03067 -0.07199 6.24393 -0.1 -0.1 -3.4
N -0.10949 -0.13336 5.03830 0.1 0.0 0.9
```
Positions in Å, forces in eV/Å.

Total charge: +2
HOMO level, eV: -11.799

Löwdin atomic charge list, values in e, 5 entries: 1.0914 -0.3275 -0.0765 0.1085 -0.0443

***

Number 1: total energy -4282.347370 Eh. Number 2: total energy -3831.153519 Eh.